Record 1
{
  "formula": "C3H10O3",
  "method": "wB97M-V/def2-TZVPD",
  "elements": ["C", "C", "C", "O", "H", "H", "H", "H", "H", "H", "O", "H", "H", "O", "H", "H"],
  "xyz": [[-2.39, -0.35, -1.23], [-1.46, 0.07, -2.42], [-0.14, 0.13, -2.71], [0.90, -0.56, -2.30], [-3.46, -0.14, -1.40], [-1.90, 0.01, -0.37], [-2.38, -1.47, -1.05], [-2.10, 0.34, -3.30], [0.30, 0.95, -3.15], [1.42, -0.11, -1.57], [6.06, -0.41, 3.49], [5.26, -0.64, 3.89], [5.86, -0.34, 2.49], [-3.54, 1.03, 3.23], [-2.67, 1.46, 3.38], [-3.72, 0.39, 3.89]],
  "lowdin_charge": [-0.0896, -0.1072, -0.3006, -0.0074, 0.0694, 0.0379, 0.0810, 0.0971, 0.0802, 0.1395, -0.0636, -0.0182, 0.0818, -0.0559, 0.0545, 0.0012],
  "multiplicity": 1,
  "e_homo_ev": -8.51,
  "relative_energy_ev": 2.914,
  "e_lumo_ev": 0.45,
  "largest_force_ev_per_a": 5.08,
  "smiles": "C/C=C\\O.O.O"
}

=====

Record 2
{
  "formula": "C2H4N4",
  "method": "wB97M-V/def2-TZVPD",
  "elements": ["N", "C", "C", "N", "N", "N", "H", "H", "H", "H"],
  "xyz": [[1.08, -0.17, -0.92], [-0.08, -0.06, -0.04], [-0.87, -1.17, 0.00], [-1.80, -0.80, 0.98], [-1.57, 0.38, 1.47], [-0.46, 0.88, 0.87], [2.00, -0.20, -0.47], [1.11, 0.45, -1.73], [0.80, -1.14, -1.22], [-0.21, 1.83, 1.06]],
  "lowdin_charge": [0.1771, -0.4587, -0.1652, -0.0751, -0.0575, 0.0059, 0.1589, 0.1571, 0.1241, 0.1336],
  "multiplicity": 1,
  "e_homo_ev": -7.75,
  "relative_energy_ev": 4.925,
  "e_lumo_ev": -0.32,
  "largest_force_ev_per_a": 0.46
}

=====

Record 3
{
  "formula": "C4H4CsO2",
  "method": "wB97M-V/def2-TZVPD",
  "elements": ["H", "O", "C", "C", "C", "C", "O", "Cs", "H", "H", "H"],
  "xyz": [[-0.35, -1.28, -1.76], [-1.92, 0.29, 2.38], [-1.01, 0.45, 1.69], [0.05, 0.58, 0.90], [0.21, -0.71, -1.01], [0.84, -1.29, 0.09], [-0.22, 0.53, -0.77], [-0.74, 3.47, -3.47], [0.88, 1.20, 1.24], [1.86, -0.99, 0.32], [0.40, -2.25, 0.40]],
  "lowdin_charge": [0.1136, 0.2149, -0.1596, -0.0350, -0.2707, -0.0118, -0.1106, 0.9636, 0.1241, 0.0865, 0.0850],
  "total_charge": 1,
  "multiplicity": 1,
  "e_homo_ev": [-9.93, -9.98],
  "relative_energy_ev": 4.289,
  "e_lumo_ev": [-3.93, -3.97],
  "largest_force_ev_per_a": 3.10
}

=====

Record 4
{
  "formula": "C12H13NO5",
  "method": "wB97M-V/def2-TZVPD",
  "elements": ["C", "C", "O", "C", "O", "C", "O", "C", "C", "C", "C", "C", "C", "C", "C", "N", "O", "O", "H", "H", "H", "H", "H", "H", "H", "H", "H", "H", "H", "H", "H"],
  "xyz": [[-4.20, -0.21, 0.26], [-3.73, 1.21, -0.19], [-2.59, 1.41, 0.22], [-1.58, 1.12, -0.24], [-1.62, 0.47, -1.17], [-0.29, 1.69, 0.31], [0.83, 1.05, -0.14], [1.04, -0.36, 0.10], [0.03, -0.92, 0.81], [0.17, -2.39, 0.76], [1.39, -3.27, 0.14], [2.29, -2.21, -0.39], [2.12, -0.93, -0.61], [3.05, -0.17, -1.09], [3.68, 0.89, -0.84], [3.37, 1.69, 0.41], [3.63, 3.06, 0.23], [3.13, 1.15, 1.45], [-5.32, -0.47, -0.09], [-4.22, -0.38, 1.33], [-3.53, -0.79, -0.31], [-4.43, 2.02, 0.22], [-3.78, 1.31, -1.30], [-0.38, 1.37, 1.51], [-0.08, 2.89, 0.18], [-0.69, -0.66, 1.25], [-0.44, -2.92, 1.16], [1.44, -4.10, 0.48], [3.12, -2.64, -0.85], [3.34, -0.49, -1.99], [4.25, 1.59, -1.65]],
  "lowdin_charge": [-0.0268, -0.3099, 0.0999, -0.7391, 0.2156, -0.0846, -0.0758, -0.1079, 0.0432, 0.1227, 0.1318, -0.0139, -0.2252, -0.1179, 0.0290, -0.2848, -0.0699, 0.1159, 0.1278, 0.0654, 0.0497, 0.1534, 0.1505, 0.1896, 0.2070, 0.0018, -0.0224, -0.0321, 0.0992, 0.1139, 0.1940],
  "multiplicity": 1,
  "e_homo_ev": -8.72,
  "relative_energy_ev": 17.465,
  "e_lumo_ev": -0.70,
  "largest_force_ev_per_a": 19.26,
  "smiles": "CCOC(=O)COc1ccccc1/C=C\\[N+](=O)[O-]"
}

=====

Number 1: calculated total energy -9412.6185 eV. Number 2: calculated total energy -8094.3892 eV. Number 3: calculated total energy -8844.0717 eV. Number 4: calculated total energy -24366.9767 eV.